Entry 1:
Density functional theory data (wB97M-V/def2-TZVPD) for a molecular structure, C57H49FGeNNaO5P3S.

Results
HOMO-LUMO gap (eV): 7.287
Max |F| (eV/A): 2.3
Energy (a.u.): -6393.9641
Charge: -1
ΔE to the lowest compared entry with this formula, charge and spin (eV): 0.083
Spin multiplicity: 1

Positions of all 119 atoms, in Å:
Na1 -0.517 1.720 0.203
F1 2.665 -1.701 -2.239
Ge1 1.428 -1.120 -1.056
C1 0.091 -2.437 -1.696
C2 0.231 -2.802 -3.035
C3 -0.618 -3.727 -3.622
C4 -1.621 -4.311 -2.866
C5 -1.736 -4.002 -1.520
C6 -0.880 -3.091 -0.898
P1 -0.937 -2.787 0.932
C7 -0.459 -4.487 1.554
C8 0.782 -4.583 2.182
C9 1.264 -5.801 2.656
C10 0.503 -6.950 2.510
C11 -0.752 -6.869 1.911
C12 -1.229 -5.651 1.448
C13 -2.738 -2.802 1.336
C14 -3.743 -2.383 0.469
C15 -5.067 -2.305 0.888
C16 -5.410 -2.644 2.186
C17 -4.418 -3.059 3.068
C18 -3.099 -3.129 2.647
C19 1.915 0.780 -1.493
C20 3.273 0.931 -1.176
C21 3.949 2.112 -1.421
C22 3.266 3.192 -1.961
C23 1.928 3.071 -2.289
C24 1.241 1.868 -2.101
P2 -0.530 1.709 -2.538
C25 -0.392 0.551 -3.979
C26 -1.598 0.060 -4.490
C27 -1.625 -0.698 -5.652
C28 -0.438 -0.979 -6.323
C29 0.765 -0.513 -5.815
C30 0.791 0.242 -4.646
C31 -0.938 3.162 -3.612
C32 -2.163 3.784 -3.373
C33 -2.598 4.835 -4.175
C34 -1.803 5.283 -5.221
C35 -0.587 4.660 -5.479
C36 -0.166 3.600 -4.688
C37 2.411 -1.691 0.535
C38 3.249 -2.794 0.372
C39 3.974 -3.288 1.447
C40 3.852 -2.683 2.691
C41 3.019 -1.582 2.855
C42 2.297 -1.051 1.781
P3 1.151 0.438 1.895
C43 2.455 1.785 1.887
C44 2.110 3.050 1.401
C45 3.029 4.093 1.371
C46 4.324 3.897 1.820
C47 4.691 2.644 2.295
C48 3.769 1.604 2.325
C49 0.830 0.313 3.708
C50 1.176 1.312 4.610
C51 0.934 1.151 5.972
C52 0.337 -0.008 6.444
C53 -0.031 -1.004 5.546
C54 0.211 -0.840 4.192
H1 1.018 -2.355 -3.621
H2 -0.498 -3.983 -4.668
H3 -2.304 -5.024 -3.315
H4 -2.513 -4.486 -0.946
H5 1.383 -3.687 2.304
H6 2.232 -5.842 3.142
H7 0.877 -7.904 2.866
H8 -1.364 -7.759 1.811
H9 -2.226 -5.606 1.028
H10 -3.510 -2.130 -0.558
H11 -5.831 -1.971 0.195
H12 -6.440 -2.579 2.515
H13 -4.671 -3.315 4.090
H14 -2.331 -3.436 3.350
H15 3.814 0.099 -0.739
H16 4.997 2.198 -1.160
H17 3.777 4.135 -2.122
H18 1.404 3.923 -2.697
H19 -2.524 0.291 -3.971
H20 -2.568 -1.066 -6.037
H21 -0.455 -1.564 -7.236
H22 1.694 -0.746 -6.325
H23 1.741 0.590 -4.254
H24 -2.771 3.443 -2.541
H25 -3.555 5.307 -3.981
H26 -2.130 6.115 -5.835
H27 0.030 4.999 -6.303
H28 0.768 3.095 -4.915
H29 3.330 -3.263 -0.604
H30 4.618 -4.150 1.317
H31 4.408 -3.067 3.540
H32 2.923 -1.134 3.837
H33 1.107 3.240 1.053
H34 2.724 5.059 0.983
H35 5.045 4.707 1.794
H36 5.701 2.472 2.651
H37 4.093 0.643 2.696
H38 1.620 2.232 4.250
H39 1.210 1.939 6.663
H40 0.147 -0.131 7.504
H41 -0.516 -1.906 5.903
H42 -0.098 -1.606 3.489
O1 -2.844 2.545 3.094
S1 -2.030 1.715 2.222
O2 -1.995 0.302 2.577
O3 -2.516 1.817 0.783
O4 -0.622 2.265 2.136
O5 -1.389 -0.148 -0.438
H43 -1.919 0.413 0.212
H44 -2.082 -0.439 -1.041
C55 -2.509 6.272 0.773
C56 -2.590 4.742 0.824
C57 -1.504 4.141 0.041
N1 -0.637 3.846 -0.656
H45 -3.340 6.703 1.332
H46 -2.555 6.633 -0.255
H47 -1.574 6.623 1.213
H48 -3.528 4.368 0.411
H49 -2.543 4.353 1.841

Entry 2:
Density functional theory data (wB97M-V/def2-TZVPD) for a molecular structure, C57H49KN6S.

Results
HOMO-LUMO gap (eV): 5.011
Max |F| (eV/A): 5.7
Energy (a.u.): -3527.9464
Charge: -2
ΔE to the lowest compared entry with this formula, charge and spin (eV): 3.393
Spin multiplicity: 1

Positions of all 114 atoms, in Å:
K1 -0.247 1.193 -0.630
C1 -0.548 -7.046 -1.764
C2 -0.781 -5.995 -2.618
C3 -0.866 -4.729 -2.069
C4 -0.581 -4.492 -0.753
C5 -0.243 -5.545 0.054
C6 -0.270 -6.863 -0.443
C7 -0.441 -3.045 -0.257
C8 0.847 -2.627 -0.281
C9 2.197 -3.388 -0.287
C10 2.831 -2.772 0.883
C11 2.398 -1.478 0.906
N1 1.398 -1.287 -0.111
C12 3.087 -0.223 1.484
C13 2.384 0.963 1.737
C14 3.238 2.245 1.872
C15 2.341 3.191 2.140
C16 1.012 2.562 2.123
C17 -0.126 3.315 2.373
C18 0.015 4.691 2.758
C19 -0.222 5.070 4.083
C20 0.136 6.346 4.499
C21 0.580 7.331 3.612
C22 0.771 6.989 2.227
C23 0.504 5.689 1.885
C24 -1.481 2.714 2.309
N2 -1.714 1.598 1.704
C25 -3.138 1.339 1.804
C26 -3.765 0.178 1.431
C27 -5.206 0.019 1.650
C28 -6.125 0.479 0.701
C29 -7.544 0.539 0.940
C30 -8.028 -0.041 2.104
C31 -7.193 -0.644 2.984
C32 -5.797 -0.559 2.809
C33 -3.180 -0.980 0.856
C34 -3.884 -2.227 0.625
C35 -2.913 -3.107 0.159
C36 -1.694 -2.373 0.056
N3 -1.852 -1.106 0.519
C37 -3.712 2.593 2.464
C38 -2.716 3.354 2.741
N4 1.122 1.149 1.975
C39 4.512 -0.541 1.786
C40 4.826 -0.826 3.129
C41 6.052 -1.363 3.509
C42 7.081 -1.446 2.471
C43 6.798 -1.107 1.163
C44 5.541 -0.645 0.799
H1 -0.566 -8.131 -2.203
H2 -0.947 -6.103 -3.643
H3 -1.167 -3.854 -2.644
H4 0.098 -5.394 1.076
H5 0.172 -7.623 0.189
H6 2.190 -4.444 -0.269
H7 3.648 -3.137 1.377
H8 4.328 2.088 1.880
H9 2.619 4.241 2.149
H10 -0.426 4.370 4.814
H11 0.171 6.664 5.514
H12 0.853 8.329 4.024
H13 1.123 7.758 1.515
H14 0.639 5.394 0.843
H15 -5.688 0.960 -0.128
H16 -8.216 1.040 0.256
H17 -9.131 -0.073 2.170
H18 -7.610 -1.121 3.845
H19 -5.039 -0.928 3.519
H20 -4.967 -2.477 0.792
H21 -3.107 -4.053 -0.305
H22 -4.765 2.620 2.549
H23 -2.745 4.288 3.205
H24 4.088 -0.616 3.834
H25 6.156 -1.653 4.516
H26 8.087 -1.886 2.722
H27 7.710 -1.109 0.516
H28 5.329 -0.282 -0.276
C45 -0.056 1.646 -3.696
C46 -0.072 2.982 -3.283
C47 -1.291 3.202 -2.659
C48 -2.037 1.985 -2.667
C49 -1.241 1.005 -3.307
C50 -1.240 -0.539 -3.375
C51 -3.361 1.907 -1.956
C52 -1.771 4.437 -1.900
C53 0.854 3.994 -3.874
C54 1.117 0.971 -4.346
H29 -1.479 -0.716 -4.437
H30 -1.948 -1.094 -2.810
H31 -0.210 -0.860 -3.100
H32 -3.665 0.954 -1.498
H33 -4.182 2.048 -2.618
H34 -3.491 2.734 -1.222
H35 -2.087 4.011 -0.935
H36 -2.662 4.894 -2.348
H37 -0.984 5.166 -1.642
H38 0.353 4.911 -4.251
H39 1.624 3.578 -4.545
H40 1.487 4.368 -3.096
H41 1.624 1.540 -5.180
H42 0.742 0.042 -4.769
H43 1.889 0.537 -3.681
S1 2.423 -1.134 -1.539
C55 2.965 -2.892 -1.567
N5 2.454 -3.593 -2.762
C56 3.508 -4.425 -3.383
C57 4.617 -4.334 -2.362
N6 4.408 -3.117 -1.623
H44 1.664 -4.219 -2.472
H45 3.809 -3.996 -4.297
H46 3.172 -5.487 -3.561
H47 5.553 -4.270 -2.892
H48 4.566 -5.181 -1.674
H49 4.709 -3.018 -0.622